Model A:
The following is a quantum chemistry calculation of a cluster of 12 separate species, C56H144N8O20 in total, from the Open Molecules 2025 dataset.

- SMILES: COCCNCCOC.COCCNCCOC.COCCNCCOC.COCCNCCOC.COCCNCCOC.COCCNCCOC.COCCNCCOC.COCCNCCOC.CCO.CCO.CCO.CCO
- HOMO-LUMO gap: 0.32037 Eh
- E_HOMO: -0.2985 hartree

Last column: Mulliken charge in e.
Element x y z (Å)
C (-6.086, 0.559, -3.680)  -0.727
O (-5.044, 1.396, -3.253)  -0.264
C (-5.040, 1.846, -1.902)  -0.053
C (-3.720, 2.596, -1.714)  0.332
N (-3.661, 3.920, -2.364)  -0.355
C (-2.365, 4.574, -2.202)  -0.705
C (-1.193, 3.766, -2.888)  -0.730
O (-0.758, 2.621, -2.173)  -0.142
C (-0.407, 2.794, -0.762)  0.237
H (-5.816, 0.241, -4.687)  0.177
H (-7.008, 1.141, -3.696)  0.345
H (-6.159, -0.328, -3.051)  0.202
H (-5.085, 1.006, -1.208)  -0.413
H (-5.916, 2.485, -1.793)  0.632
H (-2.910, 2.001, -2.137)  -0.219
H (-3.505, 2.722, -0.652)  0.111
H (-3.843, 3.804, -3.351)  0.387
H (-2.177, 4.736, -1.141)  0.265
H (-2.387, 5.496, -2.783)  0.186
H (-0.361, 4.416, -3.161)  0.550
H (-1.565, 3.338, -3.819)  0.247
H (0.267, 3.622, -0.543)  0.499
H (-0.014, 1.828, -0.445)  -0.712
H (-1.292, 2.979, -0.153)  -0.068
C (-1.106, -1.579, 5.221)  -0.344
O (-2.453, -1.361, 4.841)  -0.401
C (-2.978, -0.276, 5.513)  -0.038
C (-4.535, -0.315, 5.232)  -1.022
N (-4.773, -0.237, 3.763)  0.023
C (-6.186, -0.395, 3.339)  -1.073
C (-6.334, -0.687, 1.828)  -0.052
O (-5.667, -1.932, 1.584)  -0.465
C (-5.782, -2.491, 0.224)  -0.219
H (-0.574, -0.639, 5.077)  0.064
H (-0.742, -2.340, 4.532)  0.051
H (-1.001, -1.877, 6.264)  0.417
H (-2.481, 0.598, 5.092)  -0.113
H (-2.758, -0.321, 6.579)  0.532
H (-5.130, 0.490, 5.665)  0.442
H (-4.955, -1.228, 5.655)  0.384
H (-4.226, -0.926, 3.268)  0.140
H (-6.701, 0.557, 3.472)  0.385
H (-6.696, -1.129, 3.963)  0.437
H (-5.844, 0.123, 1.288)  -0.150
H (-7.380, -0.781, 1.535)  0.606
H (-5.443, -3.517, 0.363)  -0.101
H (-5.080, -2.051, -0.485)  -0.039
H (-6.795, -2.572, -0.169)  0.536
C (-4.169, -2.670, -5.921)  -0.355
O (-4.172, -3.500, -4.786)  -0.495
C (-3.790, -2.931, -3.509)  0.872
C (-3.668, -4.115, -2.497)  -0.798
N (-4.957, -4.577, -2.121)  -0.140
C (-4.715, -5.685, -1.198)  -0.654
C (-6.043, -6.322, -0.859)  -0.752
O (-6.647, -6.971, -1.966)  -0.320
C (-8.011, -7.303, -1.735)  -0.757
H (-3.155, -2.294, -6.063)  -0.008
H (-4.902, -1.883, -5.745)  0.176
H (-4.458, -3.228, -6.812)  0.331
H (-4.557, -2.196, -3.267)  -0.155
H (-2.848, -2.387, -3.571)  -0.430
H (-3.188, -3.773, -1.581)  0.470
H (-3.042, -4.863, -2.983)  0.425
H (-5.476, -4.974, -2.891)  0.328
H (-4.261, -5.385, -0.254)  0.436
H (-4.152, -6.463, -1.715)  0.366
H (-6.666, -5.533, -0.439)  0.334
H (-5.915, -7.038, -0.047)  0.490
H (-8.632, -6.470, -1.406)  0.327
H (-8.142, -8.178, -1.100)  0.284
H (-8.381, -7.535, -2.734)  0.256
C (0.954, 0.151, 2.663)  0.005
O (1.335, 0.417, 4.027)  0.193
C (2.637, 1.050, 4.175)  0.086
C (2.938, 1.410, 5.623)  -1.356
N (2.166, 2.628, 5.887)  -0.006
C (1.793, 2.653, 7.309)  -0.650
C (1.092, 3.997, 7.657)  -0.724
O (0.041, 4.203, 6.634)  -0.092
C (-0.822, 5.252, 6.985)  -1.028
H (1.662, -0.566, 2.248)  0.371
H (0.977, 1.064, 2.068)  -0.204
H (-0.017, -0.342, 2.640)  -0.168
H (2.663, 1.941, 3.547)  -0.336
H (3.448, 0.376, 3.897)  0.352
H (4.016, 1.502, 5.753)  0.388
H (2.648, 0.523, 6.188)  0.474
H (1.355, 2.712, 5.291)  -0.023
H (2.700, 2.553, 7.905)  0.396
H (1.146, 1.805, 7.531)  0.321
H (1.790, 4.834, 7.625)  0.362
H (0.660, 3.954, 8.656)  0.392
H (-1.340, 5.020, 7.916)  0.395
H (-1.638, 5.301, 6.265)  0.229
H (-0.291, 6.202, 7.043)  0.366
C (-2.350, 0.461, -5.232)  -0.179
O (-1.162, -0.293, -5.286)  0.269
C (-0.033, 0.380, -5.700)  -0.941
C (1.267, -0.446, -5.873)  0.203
N (0.906, -1.675, -6.533)  -0.313
C (1.999, -2.594, -6.613)  -0.216
C (1.481, -3.940, -7.171)  -0.998
O (0.563, -4.529, -6.272)  -0.107
C (0.081, -5.821, -6.497)  -0.899
H (-3.169, -0.108, -4.792)  -0.209
H (-2.766, 0.638, -6.224)  0.469
H (-2.346, 1.441, -4.756)  -0.111
H (0.114, 1.255, -5.067)  0.310
H (-0.333, 0.676, -6.706)  0.569
H (1.687, -0.582, -4.876)  -0.450
H (2.098, 0.123, -6.291)  0.470
H (0.177, -2.091, -5.971)  0.188
H (2.462, -2.765, -5.641)  0.022
H (2.767, -2.148, -7.246)  0.461
H (2.273, -4.681, -7.278)  0.480
H (1.036, -3.821, -8.159)  0.401
H (0.857, -6.583, -6.435)  0.370
H (-0.357, -5.938, -7.488)  0.372
H (-0.637, -6.119, -5.734)  0.173
C (-1.845, 8.833, -1.478)  -0.884
O (-1.146, 7.730, -0.940)  -0.174
C (-0.246, 8.034, 0.154)  -0.789
C (-0.044, 6.749, 0.954)  -0.009
N (0.683, 6.924, 2.206)  -0.477
C (0.973, 5.686, 2.931)  -0.417
C (-0.235, 4.784, 3.280)  0.212
O (-0.575, 3.926, 2.205)  0.323
C (-1.438, 2.817, 2.656)  -0.271
H (-2.185, 8.523, -2.466)  0.227
H (-1.217, 9.678, -1.761)  0.359
H (-2.674, 9.173, -0.858)  0.341
H (-0.503, 8.870, 0.805)  0.432
H (0.719, 8.273, -0.293)  0.328
H (0.451, 5.933, 0.427)  0.043
H (-1.040, 6.352, 1.150)  0.189
H (1.581, 7.260, 1.889)  0.313
H (1.470, 5.899, 3.877)  0.462
H (1.697, 5.120, 2.344)  -0.268
H (-1.060, 5.405, 3.629)  0.189
H (0.018, 4.139, 4.121)  -0.222
H (-0.981, 2.238, 3.459)  0.074
H (-1.670, 2.193, 1.793)  -0.488
H (-2.409, 3.145, 3.026)  0.506
C (4.300, -1.581, 0.450)  -0.985
O (3.194, -1.264, -0.421)  0.820
C (2.833, -2.237, -1.371)  -1.767
C (1.725, -1.554, -2.180)  -0.098
N (0.513, -1.545, -1.366)  1.396
C (-0.551, -0.768, -1.974)  -0.255
C (-1.825, -0.876, -1.099)  -0.727
O (-1.699, -0.203, 0.224)  0.573
C (-2.877, -0.232, 0.991)  -0.991
H (4.229, -2.621, 0.770)  0.430
H (4.316, -0.978, 1.358)  -0.057
H (5.254, -1.467, -0.065)  0.202
H (2.471, -3.164, -0.924)  0.415
H (3.710, -2.520, -1.953)  0.550
H (1.543, -2.142, -3.080)  -0.062
H (2.055, -0.557, -2.470)  0.283
H (0.689, -1.244, -0.418)  -0.497
H (-0.743, -1.085, -3.000)  -0.354
H (-0.309, 0.290, -2.070)  0.232
H (-1.975, -1.948, -0.972)  0.274
H (-2.597, -0.391, -1.697)  0.075
H (-2.621, 0.067, 2.007)  -0.233
H (-3.334, -1.221, 1.012)  0.700
H (-3.643, 0.418, 0.568)  0.024
C (7.197, 0.179, 3.315)  -0.713
O (6.409, 1.252, 2.902)  -0.017
C (6.600, 2.381, 3.662)  -1.047
C (5.679, 3.518, 3.250)  0.239
N (5.939, 3.997, 1.864)  -0.478
C (4.799, 4.787, 1.301)  -1.150
C (3.649, 3.875, 0.888)  1.250
O (4.164, 3.069, -0.133)  -0.569
C (3.269, 1.996, -0.451)  0.620
H (8.263, 0.366, 3.185)  0.392
H (6.951, -0.699, 2.717)  -0.072
H (7.109, -0.095, 4.366)  0.386
H (7.649, 2.655, 3.558)  0.499
H (6.499, 2.190, 4.731)  0.425
H (5.855, 4.412, 3.849)  0.363
H (4.641, 3.201, 3.340)  -0.259
H (5.949, 3.227, 1.210)  0.376
H (5.085, 5.349, 0.412)  0.424
H (4.404, 5.502, 2.023)  0.377
H (2.877, 4.464, 0.392)  0.252
H (3.210, 3.306, 1.707)  -0.724
H (3.175, 1.237, 0.326)  -0.048
H (3.606, 1.457, -1.336)  -0.148
H (2.263, 2.305, -0.738)  -0.129
C (2.156, -4.271, 2.734)  -0.720
C (1.736, -4.215, 4.151)  -0.039
O (2.311, -5.324, 4.788)  -0.568
H (3.243, -4.336, 2.683)  0.261
H (1.862, -3.434, 2.101)  0.060
H (1.736, -5.165, 2.273)  0.374
H (0.652, -4.269, 4.245)  0.197
H (2.055, -3.308, 4.664)  0.160
H (2.176, -5.291, 5.738)  0.313
C (5.324, -0.475, -3.284)  -0.066
C (5.224, 0.705, -4.280)  -0.599
O (3.934, 1.254, -4.332)  -0.363
H (4.655, -1.237, -3.684)  -0.099
H (5.059, -0.302, -2.241)  -0.181
H (6.355, -0.827, -3.327)  0.404
H (5.382, 0.420, -5.320)  0.374
H (5.898, 1.527, -4.041)  0.367
H (3.842, 2.007, -4.920)  0.213
C (-0.171, -6.277, -2.730)  -1.374
C (0.104, -4.793, -2.732)  0.543
O (-0.274, -4.251, -1.471)  -0.684
H (-0.020, -6.795, -3.677)  0.302
H (-1.228, -6.460, -2.536)  0.142
H (0.366, -6.727, -1.895)  0.415
H (-0.464, -4.248, -3.485)  -0.093
H (1.172, -4.601, -2.836)  0.328
H (-0.010, -3.331, -1.544)  0.038
C (7.581, -3.166, 0.646)  -0.772
C (8.819, -3.719, 1.281)  -0.412
O (9.461, -2.840, 2.182)  -0.500
H (6.879, -2.838, 1.412)  0.040
H (7.017, -3.906, 0.079)  0.384
H (7.708, -2.267, 0.043)  0.359
H (9.558, -4.010, 0.535)  0.300
H (8.557, -4.601, 1.866)  0.308
H (10.212, -3.302, 2.563)  0.299

=====

Model B:
The following is a quantum chemistry calculation of a cluster of 12 separate species, C56H144N8O20 in total, from the Open Molecules 2025 dataset.

- SMILES: COCCNCCOC.COCCNCCOC.COCCNCCOC.COCCNCCOC.COCCNCCOC.COCCNCCOC.COCCNCCOC.COCCNCCOC.CCO.CCO.CCO.CCO
- HOMO-LUMO gap: 0.31918 Eh
- E_HOMO: -0.2961 hartree

Last column: Mulliken charge in e.
Element x y z (Å)
C (17.164, 24.093, 29.094)  -0.833
O (17.300, 23.418, 27.853)  -0.257
C (18.615, 23.620, 27.275)  -0.697
C (18.797, 22.842, 26.027)  -0.421
N (18.692, 21.458, 26.273)  -0.312
C (18.499, 20.540, 25.169)  -0.204
C (19.795, 20.086, 24.546)  -0.883
O (19.508, 18.917, 23.821)  -0.163
C (20.592, 18.384, 23.024)  -0.190
H (17.788, 23.746, 29.895)  0.318
H (16.116, 24.015, 29.287)  0.250
H (17.326, 25.154, 28.956)  0.330
H (19.347, 23.243, 28.045)  0.313
H (18.755, 24.708, 27.194)  0.446
H (19.776, 23.115, 25.654)  0.310
H (18.088, 23.230, 25.268)  0.298
H (17.936, 21.319, 26.938)  0.280
H (17.816, 20.982, 24.399)  0.020
H (18.113, 19.644, 25.652)  0.314
H (20.650, 19.972, 25.280)  0.403
H (20.132, 20.851, 23.853)  0.314
H (21.439, 18.239, 23.697)  0.537
H (20.910, 19.125, 22.300)  0.219
H (20.279, 17.482, 22.607)  -0.427
C (10.102, 20.137, 20.961)  -0.628
O (10.920, 19.709, 19.850)  -0.402
C (12.292, 20.036, 19.999)  0.082
C (12.893, 20.163, 18.585)  -0.961
N (13.024, 18.891, 17.894)  -0.378
C (14.206, 18.134, 18.329)  0.505
C (14.374, 16.903, 17.490)  -0.747
O (13.385, 15.920, 17.857)  -0.166
C (13.321, 14.919, 16.837)  -0.952
H (10.670, 20.806, 21.645)  0.238
H (9.762, 19.264, 21.553)  0.208
H (9.190, 20.631, 20.613)  0.265
H (12.893, 19.247, 20.464)  -0.117
H (12.425, 20.950, 20.574)  0.555
H (13.873, 20.574, 18.787)  0.291
H (12.317, 20.908, 18.084)  0.411
H (12.114, 18.374, 18.001)  0.331
H (14.169, 17.810, 19.399)  -0.505
H (15.134, 18.751, 18.287)  0.362
H (15.372, 16.534, 17.637)  -0.195
H (14.226, 17.068, 16.432)  0.771
H (12.705, 14.052, 17.162)  0.341
H (14.339, 14.661, 16.722)  0.228
H (12.992, 15.301, 15.888)  0.347
C (18.059, 15.497, 22.181)  0.078
O (16.986, 14.510, 22.099)  -0.520
C (16.129, 14.492, 20.937)  0.316
C (15.143, 15.599, 21.000)  0.950
N (14.210, 15.553, 22.089)  0.056
C (13.015, 14.831, 21.819)  -0.971
C (11.989, 15.700, 21.097)  0.490
O (11.032, 14.747, 20.710)  -0.390
C (9.957, 15.255, 19.999)  -0.738
H (17.623, 16.454, 22.179)  0.162
H (18.748, 15.379, 21.342)  -0.380
H (18.524, 15.265, 23.164)  0.416
H (15.726, 13.492, 20.961)  0.336
H (16.687, 14.611, 20.003)  -0.336
H (14.585, 15.549, 20.087)  -0.351
H (15.659, 16.598, 21.029)  -1.199
H (14.584, 15.350, 22.987)  0.365
H (12.546, 14.490, 22.736)  0.430
H (13.266, 13.976, 21.167)  0.237
H (12.515, 16.209, 20.282)  -0.161
H (11.566, 16.400, 21.818)  0.305
H (10.185, 15.393, 18.972)  0.236
H (9.605, 16.164, 20.397)  0.299
H (9.189, 14.488, 20.115)  0.291
C (12.676, 20.867, 24.979)  -0.897
O (13.536, 20.610, 23.923)  -0.166
C (14.720, 20.032, 24.357)  -1.162
C (15.468, 19.405, 23.196)  -0.048
N (16.000, 20.513, 22.404)  -0.312
C (16.947, 20.013, 21.413)  1.107
C (17.638, 21.130, 20.629)  -0.729
O (16.687, 21.919, 19.948)  -0.032
C (17.020, 23.184, 19.592)  -0.815
H (13.036, 21.520, 25.755)  0.306
H (12.353, 19.931, 25.447)  0.393
H (11.813, 21.373, 24.556)  0.226
H (14.439, 19.266, 25.077)  0.490
H (15.371, 20.737, 24.909)  0.365
H (14.843, 18.733, 22.629)  0.241
H (16.327, 18.889, 23.720)  0.157
H (15.208, 21.020, 22.028)  0.354
H (16.547, 19.207, 20.766)  -0.499
H (17.753, 19.560, 22.040)  -0.303
H (18.421, 20.739, 19.978)  -0.041
H (18.048, 21.799, 21.389)  0.532
H (16.130, 23.640, 19.092)  0.214
H (17.825, 23.156, 18.818)  0.214
H (17.371, 23.872, 20.401)  0.290
C (17.683, 11.001, 12.189)  -0.825
O (17.473, 12.050, 13.093)  -0.228
C (16.772, 13.150, 12.489)  -0.904
C (16.557, 14.178, 13.519)  -0.050
N (17.790, 14.621, 14.125)  -0.398
C (17.549, 15.795, 14.984)  1.150
C (17.226, 16.995, 14.099)  0.236
O (15.862, 17.110, 13.850)  -0.363
C (15.442, 18.435, 13.750)  -0.599
H (18.094, 11.238, 11.187)  0.305
H (16.745, 10.463, 12.049)  0.322
H (18.466, 10.388, 12.636)  0.227
H (15.833, 12.886, 12.091)  0.420
H (17.438, 13.483, 11.694)  0.419
H (15.890, 13.763, 14.283)  0.006
H (16.028, 15.042, 13.066)  0.347
H (18.174, 13.870, 14.706)  0.294
H (18.506, 16.023, 15.491)  -0.668
H (16.760, 15.568, 15.718)  -0.224
H (17.858, 16.947, 13.161)  0.101
H (17.622, 17.895, 14.636)  -0.277
H (15.270, 18.918, 14.757)  0.072
H (14.426, 18.467, 13.355)  0.407
H (16.099, 19.112, 13.169)  0.237
C (13.784, 24.528, 11.994)  -0.736
O (14.811, 23.720, 11.446)  -0.327
C (15.775, 23.384, 12.414)  -0.474
C (16.744, 22.242, 12.039)  -0.484
N (17.602, 21.977, 13.170)  -0.181
C (18.641, 20.960, 12.926)  -0.978
C (19.458, 20.769, 14.183)  -0.338
O (18.629, 20.188, 15.176)  0.383
C (18.743, 20.851, 16.418)  -0.917
H (14.116, 25.545, 12.158)  0.315
H (13.335, 24.188, 12.949)  0.295
H (13.116, 24.651, 11.174)  0.278
H (15.334, 23.049, 13.389)  0.246
H (16.399, 24.224, 12.758)  0.345
H (17.264, 22.614, 11.120)  0.311
H (16.037, 21.477, 11.693)  0.219
H (16.996, 21.642, 13.930)  0.132
H (19.319, 21.279, 12.108)  0.495
H (18.266, 20.002, 12.520)  0.235
H (19.889, 21.777, 14.406)  0.371
H (20.259, 20.071, 13.957)  0.223
H (19.766, 20.814, 16.831)  0.314
H (18.059, 20.248, 17.108)  -0.256
H (18.359, 21.856, 16.483)  0.492
C (18.211, 10.501, 20.919)  -0.932
O (19.166, 11.576, 20.987)  -0.173
C (19.235, 12.269, 22.261)  1.096
C (20.182, 11.589, 23.321)  -1.144
N (21.485, 11.261, 22.679)  0.062
C (22.566, 10.803, 23.498)  -0.908
C (23.757, 10.347, 22.645)  -0.420
O (23.272, 9.468, 21.659)  -0.377
C (23.997, 9.422, 20.435)  -0.707
H (17.209, 10.903, 20.818)  0.235
H (18.325, 9.839, 21.821)  0.291
H (18.457, 9.985, 20.006)  0.264
H (18.180, 12.357, 22.630)  0.405
H (19.676, 13.224, 22.150)  -1.085
H (19.787, 10.620, 23.748)  0.359
H (20.391, 12.168, 24.205)  0.485
H (21.297, 10.516, 22.005)  0.095
H (22.292, 9.944, 24.222)  0.418
H (22.894, 11.591, 24.162)  0.389
H (24.435, 9.821, 23.359)  0.330
H (24.212, 11.177, 22.132)  0.285
H (24.055, 10.416, 19.978)  0.270
H (23.445, 8.774, 19.810)  0.256
H (24.996, 8.993, 20.564)  0.309
C (25.637, 15.142, 20.912)  -0.622
O (25.729, 16.593, 20.896)  -0.345
C (26.008, 17.208, 19.648)  -0.891
C (24.841, 17.280, 18.712)  -0.602
N (23.663, 18.067, 19.157)  -0.041
C (23.928, 19.446, 19.603)  -0.887
C (22.630, 20.303, 19.683)  0.737
O (22.909, 21.624, 20.158)  -0.469
C (22.156, 22.623, 19.575)  -0.513
H (24.646, 14.758, 20.686)  0.098
H (25.735, 14.859, 21.971)  0.243
H (26.407, 14.724, 20.322)  0.513
H (26.933, 16.793, 19.171)  0.444
H (26.345, 18.223, 19.916)  0.311
H (24.421, 16.290, 18.453)  0.273
H (25.330, 17.713, 17.804)  0.404
H (23.277, 17.592, 19.972)  -0.229
H (24.646, 19.877, 18.895)  0.500
H (24.535, 19.468, 20.577)  0.341
H (21.885, 19.768, 20.285)  -0.504
H (22.153, 20.461, 18.673)  -0.077
H (22.368, 22.723, 18.490)  0.313
H (22.478, 23.623, 19.910)  0.326
H (21.076, 22.555, 19.762)  0.109
C (18.301, 12.342, 17.284)  -1.225
C (19.379, 13.131, 18.059)  -0.069
O (18.864, 13.760, 19.227)  0.782
H (18.758, 11.810, 16.474)  0.532
H (17.521, 13.023, 17.025)  0.053
H (17.861, 11.539, 17.949)  0.126
H (19.906, 13.876, 17.434)  0.230
H (20.099, 12.373, 18.352)  0.245
H (19.005, 13.169, 19.959)  -0.448
C (21.746, 15.482, 21.391)  -0.324
C (22.142, 14.334, 20.437)  0.670
O (22.925, 13.364, 21.149)  -0.511
H (22.632, 15.900, 21.776)  0.850
H (21.236, 15.004, 22.254)  0.580
H (21.081, 16.226, 20.968)  -0.663
H (22.697, 14.760, 19.552)  0.026
H (21.279, 13.803, 20.038)  -0.627
H (22.235, 12.822, 21.559)  0.129
C (21.030, 17.658, 14.923)  -0.680
C (21.986, 18.356, 15.859)  -0.284
O (21.665, 18.167, 17.209)  0.106
H (20.065, 18.190, 15.001)  -0.319
H (20.808, 16.568, 15.049)  0.276
H (21.349, 17.686, 13.874)  0.429
H (22.013, 19.445, 15.571)  0.233
H (22.981, 18.063, 15.608)  0.422
H (22.478, 18.186, 17.791)  0.023
C (18.852, 16.566, 18.531)  1.030
C (18.792, 18.027, 18.129)  2.212
O (19.687, 18.792, 19.023)  1.364
H (18.531, 16.419, 19.605)  -1.066
H (19.859, 16.220, 18.353)  0.343
H (18.200, 16.060, 17.805)  -0.098
H (17.825, 18.512, 18.406)  -1.242
H (19.102, 18.101, 17.098)  -1.186
H (20.588, 18.627, 18.674)  -0.767

=====

Compare the structures above. Which one is the least stable? model B is.